{"formula": "C38H23N6O6Os", "method": "ωB97M-V with the def2-TZVPD basis set", "energy_ev": -63454.787, "orbital_gap_ev": [4.69, 4.94], "lumo_energy_ev": [-6.07, -5.81], "total_charge": 1, "e_above_lowest_kj_mol": 655.4, "symbols": ["Os", "N", "C", "C", "C", "C", "C", "C", "C", "C", "C", "C", "C", "C", "N", "C", "C", "C", "C", "N", "H", "H", "H", "H", "H", "H", "H", "H", "H", "H", "C", "C", "C", "C", "C", "C", "C", "C", "C", "C", "C", "C", "C", "C", "C", "N", "H", "H", "H", "H", "H", "H", "H", "H", "H", "H", "O", "C", "O", "C", "C", "C", "C", "C", "C", "N", "O", "O", "N", "O", "O", "H", "H", "H"], "positions_angstrom": [[1.234, -0.225, -0.804], [0.713, -1.825, 9.071], [0.700, -1.388, 8.013], [0.668, -0.871, 6.693], [1.554, -1.372, 5.740], [1.516, -0.893, 4.445], [0.601, 0.092, 4.097], [-0.275, 0.599, 5.049], [-0.247, 0.122, 6.345], [0.501, 0.567, 2.657], [-1.457, -1.106, 2.359], [-2.519, -1.259, 1.317], [-2.231, -2.360, 0.346], [-1.833, -0.931, 0.027], [0.540, -1.618, 0.311], [1.814, 0.885, 2.033], [2.870, 1.522, 2.692], [3.916, 1.622, 1.778], [3.448, 1.079, 0.584], [2.172, 0.646, 0.733], [2.269, -2.129, 6.025], [2.192, -1.281, 3.698], [-0.979, 1.371, 4.775], [-0.917, 0.519, 7.092], [-3.527, -0.983, 1.579], [-3.055, -2.782, -0.211], [-2.292, -0.394, -0.788], [2.859, 1.851, 3.712], [4.892, 2.026, 1.953], [3.957, 1.000, -0.362], [-1.099, -2.351, 3.036], [-0.862, -3.367, 2.196], [-1.102, -3.337, 0.696], [0.032, -2.805, -0.159], [-0.411, -0.594, 0.454], [-0.457, -0.254, 1.905], [0.111, -2.937, -1.558], [-0.461, -4.005, -2.299], [-0.615, -3.880, -3.643], [-0.122, -2.729, -4.312], [-0.336, -2.483, -5.677], [0.186, -1.364, -6.279], [1.022, -0.507, -5.551], [1.257, -0.724, -4.219], [0.618, -1.781, -3.542], [0.667, -1.857, -2.191], [-0.898, -2.418, 4.091], [-0.516, -4.312, 2.587], [-1.371, -4.346, 0.377], [-0.032, 1.541, 2.689], [-0.811, -4.876, -1.769], [-1.109, -4.649, -4.216], [-0.932, -3.183, -6.243], [-0.023, -1.153, -7.317], [1.481, 0.340, -6.039], [1.946, -0.093, -3.677], [2.461, 2.755, -3.502], [1.688, 2.319, -2.686], [1.843, 1.237, -2.002], [0.366, 3.038, -2.422], [-0.377, 2.788, -1.279], [-1.594, 3.430, -1.090], [-2.095, 4.318, -2.032], [-1.333, 4.554, -3.168], [-0.108, 3.937, -3.370], [-1.839, 5.467, -4.195], [-2.879, 6.025, -3.955], [-1.179, 5.572, -5.196], [-2.347, 3.131, 0.111], [-1.781, 2.466, 0.962], [-3.478, 3.533, 0.184], [-0.025, 2.102, -0.513], [-3.043, 4.817, -1.885], [0.474, 4.150, -4.257]], "mulliken_charge": [1.085, -0.487, -0.121, 0.603, -0.967, 0.096, -0.930, -0.196, -0.965, 2.687, -0.285, -0.856, -0.908, -1.394, -0.366, -0.806, -0.571, -1.234, -0.469, 0.276, 0.481, 0.558, 0.530, 0.494, 0.417, 0.438, 0.736, 0.682, 0.490, 0.552, -0.663, -1.316, 0.265, -0.234, 0.522, 0.274, 0.761, -0.662, -0.749, 1.134, -0.801, -0.607, -0.737, -0.989, 0.487, -0.293, 0.697, 0.452, 1.129, 0.311, 0.468, 0.482, 0.427, 0.427, 0.498, 0.775, -0.615, -0.127, -0.354, 0.091, 0.744, -0.669, -0.516, -0.275, -0.640, 1.053, -0.606, -0.600, 0.955, -0.563, -0.591, 0.832, 0.615, 0.637]}